DFT (wB97M-V/def2-TZVPD) results for a 2-piece molecular cluster, C6H10N3O overall at a distorted geometry.

Calculated values
lowest unoccupied orbital energy = -3.687 eV
net charge = +1
relative energy (zero: lowest compared OMol25 entry of this formula, charge and spin) = 559.6 kJ/mol

Positions of all 20 atoms, in Å:
O: 0.50 -1.06 2.83
N: -0.89 1.33 -0.28
N: 2.18 0.60 2.86
N: -0.38 -0.63 -0.97
C: -0.09 0.30 -2.00
C: -0.45 1.56 -1.60
C: -0.87 0.05 0.10
C: -0.93 -1.33 2.64
C: 1.23 -0.12 2.94
C: 0.39 -0.03 -3.31
H: 1.35 -0.45 -3.43
H: -0.27 2.51 -2.11
H: -1.29 -1.00 3.61
H: -0.18 -0.70 -3.83
H: -1.12 -0.63 1.57
H: 2.93 0.68 3.56
H: 0.48 0.82 -3.97
H: -1.15 -2.37 2.29
H: -1.20 2.06 0.22
H: -0.25 -1.60 -1.12

Here are the Löwdin charges for atoms 1 to 8, given in e: 0.092, 0.050, 0.296, 0.119, -0.281, 0.013, -0.118, -0.002


DFT (wB97M-V/def2-TZVPD) results for a 2-piece molecular cluster, C6H10N3O2 overall at a distorted geometry.

Calculated values
lowest unoccupied orbital energy (spin up / spin down) = -4.786 / -4.370 eV
net charge = +1
relative energy (zero: lowest compared OMol25 entry of this formula, charge and spin) = 645.7 kJ/mol

Positions of all 21 atoms, in Å:
O: -0.21 1.49 1.11
O: 0.71 -0.48 -0.61
N: 3.82 -0.54 0.67
N: -3.06 0.95 -0.30
N: 1.94 -0.21 -0.34
C: -2.06 -1.33 0.43
C: 2.69 -1.06 0.51
C: 2.70 0.87 -0.69
C: -0.69 0.63 0.49
C: 3.89 0.63 -0.05
C: -1.75 -0.02 -0.25
H: -1.14 -1.87 0.27
H: 2.60 -1.98 1.03
H: -3.44 0.90 0.65
H: -2.54 -1.23 1.37
H: -1.34 -0.27 -1.22
H: 4.80 1.27 -0.12
H: -2.62 1.88 -0.43
H: -2.75 -2.04 -0.14
H: 2.22 1.55 -1.43
H: -3.79 0.84 -0.97

Here are the Löwdin charges for atoms 1 to 8, given in e: 0.246, -0.066, 0.057, 0.261, -0.209, -0.019, -0.111, -0.035


DFT (wB97M-V/def2-TZVPD) results for an isolated ion of composition C6H10N3S and charge +1 at a distorted geometry.

Calculated values
lowest unoccupied orbital energy = -4.071 eV
SMILES = [NH3+]CS/C=C/n1ccnc1
net charge = +1
relative energy (zero: lowest compared OMol25 entry of this formula, charge and spin) = 248.9 kJ/mol

Positions of all 20 atoms, in Å:
S: -0.33 0.53 -2.38
N: 2.93 -0.13 2.52
N: 1.26 0.60 1.28
N: -2.48 -1.03 -2.56
C: 0.74 0.52 2.61
C: -1.95 -0.18 -1.54
C: 1.79 -0.04 3.30
C: 0.87 0.39 -1.07
C: 2.55 0.20 1.33
C: 0.49 0.70 0.15
H: -2.55 0.67 -1.32
H: -0.19 0.99 3.04
H: -2.70 -0.41 -3.38
H: 2.89 0.27 0.33
H: -1.57 -0.66 -0.57
H: 1.99 -0.28 4.31
H: -1.76 -1.65 -2.92
H: -3.28 -1.51 -2.26
H: -0.59 0.97 0.41
H: 1.89 0.04 -1.30

Here are the Löwdin charges for atoms 1 to 8, given in e: 0.893, 0.092, -0.101, 0.113, -0.025, -0.372, -0.115, -0.417


DFT (wB97M-V/def2-TZVPD) results for a 2-piece molecular cluster, C6H10N4O2 overall at a distorted geometry.

Calculated values
lowest unoccupied orbital energy = -0.637 eV
net charge = 0
relative energy (zero: lowest compared OMol25 entry of this formula, charge and spin) = 757.0 kJ/mol

Positions of all 22 atoms, in Å:
O: -0.75 1.90 1.32
O: 1.06 0.30 -1.60
N: -3.91 -2.76 0.25
N: -0.13 -1.93 -1.11
N: -1.56 -1.56 0.75
N: 0.33 -0.26 0.65
C: -0.20 0.58 1.73
C: 1.42 0.19 -0.18
C: -2.74 -2.24 0.37
C: 0.87 -1.15 -1.88
C: -0.55 -1.24 -0.01
C: 0.20 2.71 0.45
H: 0.60 -1.10 -3.04
H: -0.16 2.25 -0.55
H: 1.29 2.52 0.94
H: 0.66 0.61 2.73
H: -1.29 -2.01 -1.90
H: -1.11 0.06 2.29
H: 1.95 -1.57 -1.89
H: 2.32 -0.47 0.06
H: 0.00 4.03 0.49
H: 1.71 1.13 0.15

Here are the Löwdin charges for atoms 1 to 8, given in e: -0.243, -0.102, 0.058, 0.085, 0.070, -0.024, -0.199, -0.224


DFT (wB97M-V/def2-TZVPD) results for a 2-piece molecular cluster, C6H10N5O2 overall at a distorted geometry.

Calculated values
lowest unoccupied orbital energy = 3.228 eV
net charge = -1
relative energy (zero: lowest compared OMol25 entry of this formula, charge and spin) = 0.0 kJ/mol

Positions of all 23 atoms, in Å:
O: -4.60 1.37 -0.24
O: -5.84 -0.22 0.65
N: 0.68 -0.36 -0.41
N: -1.70 -1.37 -0.32
N: -3.84 -0.68 -0.05
N: 0.60 0.94 -0.42
N: -4.78 0.19 0.11
C: 1.85 -0.80 0.06
C: 1.76 1.36 0.01
C: 2.14 2.84 0.15
C: 2.58 0.29 0.41
C: 2.09 -2.31 0.15
C: -2.62 -0.53 -0.46
H: 3.22 -2.42 0.31
H: 1.64 -2.76 -0.75
H: -0.16 -0.80 -0.64
H: -2.42 0.46 -0.94
H: -2.13 -2.17 0.13
H: 3.18 2.88 -0.14
H: 1.94 3.00 1.25
H: 1.45 -2.65 1.03
H: 3.56 0.35 0.72
H: 1.40 3.36 -0.61

Here are the Löwdin charges for atoms 1 to 8, given in e: -0.058, -0.073, 0.006, 0.038, 0.028, 0.074, -0.504, -0.332


DFT (wB97M-V/def2-TZVPD) results for an isolated ion of composition C6H10NO and charge +1 at a distorted geometry.

Calculated values
lowest unoccupied orbital energy = -5.016 eV
SMILES = C#C/C(O)=[NH+]/C(C)C
net charge = +1
relative energy (zero: lowest compared OMol25 entry of this formula, charge and spin) = 252.1 kJ/mol

Positions of all 18 atoms, in Å:
O: -1.06 -1.28 -1.62
N: -0.08 -0.78 0.34
C: 1.23 0.94 -0.74
C: -0.32 1.39 1.30
C: -0.68 -1.68 -0.46
C: -0.13 0.66 0.02
C: -1.03 -3.07 -0.20
C: -1.41 -4.23 -0.43
H: -1.32 1.25 1.52
H: -1.07 -1.93 -2.35
H: 0.04 2.31 1.11
H: 1.38 0.32 -1.73
H: 1.34 2.01 -0.82
H: -0.91 1.00 -0.76
H: 0.29 1.02 2.05
H: -1.85 -5.18 -0.28
H: 0.19 -1.14 1.23
H: 2.13 0.78 -0.01

Here are the Löwdin charges for atoms 1 to 8, given in e: 0.176, 0.169, -0.042, -0.024, -0.313, -0.373, 0.039, 0.235


DFT (wB97M-V/def2-TZVPD) results for an isolated ion of composition C6H10NO and charge +1 at a distorted geometry.

Calculated values
lowest unoccupied orbital energy (spin up / spin down) = -4.413 / -6.283 eV
spin multiplicity = 3
net charge = +1
relative energy (zero: lowest compared OMol25 entry of this formula, charge and spin) = 480.4 kJ/mol

Positions of all 18 atoms, in Å:
O: 0.60 -1.00 -0.72
N: 0.01 0.05 1.82
C: -0.97 2.07 0.82
C: -0.05 -0.01 -2.90
C: 0.72 -0.81 -1.93
C: -0.35 0.73 0.77
C: 0.64 -1.75 0.33
C: 0.76 -1.23 1.68
H: -0.22 2.66 0.23
H: -2.01 1.98 0.22
H: 0.70 0.80 -2.97
H: 0.23 -2.84 0.11
H: -0.03 0.49 2.69
H: -1.18 2.36 1.96
H: 0.39 -1.79 2.47
H: 0.11 -0.72 -3.79
H: -1.12 0.02 -2.63
H: 1.76 -1.00 1.83

Here are the Löwdin charges for atoms 1 to 8, given in e: 0.032, 0.036, -0.092, -0.001, 0.016, -0.101, -0.049, -0.097


DFT (wB97M-V/def2-TZVPD) results for an isolated ion of composition C6H10NO2S and charge +1 at a distorted geometry.

Calculated values
lowest unoccupied orbital energy (spin up / spin down) = -4.737 / -4.321 eV
net charge = +1
relative energy (zero: lowest compared OMol25 entry of this formula, charge and spin) = 585.9 kJ/mol

Positions of all 20 atoms, in Å:
S: -2.31 -1.12 -0.29
O: 1.58 -1.52 -0.19
O: 1.22 1.20 -0.23
N: -2.62 1.59 -0.42
C: 0.32 -1.02 0.03
C: 2.68 -0.64 -0.46
C: 0.26 0.35 -0.14
C: -2.31 0.43 0.45
C: 2.45 0.70 0.26
C: -0.86 -1.83 0.43
H: -1.96 2.36 -0.59
H: 2.76 -0.39 -1.58
H: 2.34 0.56 1.43
H: 3.22 1.55 0.08
H: -3.42 2.07 -0.17
H: -2.41 0.52 1.53
H: -2.86 1.07 -1.32
H: -1.14 -1.80 1.55
H: 3.70 -1.22 -0.29
H: -0.64 -2.85 -0.07

Here are the Löwdin charges for atoms 1 to 8, given in e: 0.930, -0.043, -0.036, 0.129, -0.329, -0.131, -0.043, -0.424